[1]
ORCA calculation (ωB97M-V/def2-TZVPD) on a 2-piece molecular cluster, C3H5I overall.

The geometry in XYZ format:
```
9
Properties=species:S:1:pos:R:3:forces:R:3
C -0.2521 -1.4353 0.1403 0.179 0.538 -0.001
C 0.1669 -0.3139 0.1788 0.256 -0.678 0.021
C 0.8249 0.9689 0.2807 -0.080 0.222 -0.060
I -3.4368 0.0578 0.0119 -0.592 0.602 0.308
H -2.7335 -1.1301 -0.7394 0.281 -0.451 -0.335
H -0.6817 -2.3909 0.1181 -0.188 -0.595 -0.013
H 1.8585 0.8726 -0.0471 0.040 0.108 0.000
H 0.3200 1.7114 -0.3358 0.044 0.086 0.024
H 0.8084 1.2943 1.3175 0.059 0.170 0.057
```
Positions in Å, forces in eV/Å.

Its spin multiplicity is 1. The LUMO energy comes out at 0.0279 hartree. As for the SMILES: C#CC.I. The value obtained for the HOMO energy is -9.43 eV.

Computed natural (NBO) charges, given in elementary charges:
1 C -0.291
2 C 0.036
3 C -0.696
4 I -0.093
5 H 0.095
6 H 0.231
7 H 0.240
8 H 0.239
9 H 0.240

=====

[2]
ORCA calculation (ωB97M-V/def2-TZVPD) on a 2-piece molecular cluster, C3H5IN2S overall in a non-equilibrium geometry.

The geometry in XYZ format:
```
12
Properties=species:S:1:pos:R:3:forces:R:3
C 2.3301 1.5971 0.4654 -0.593 -0.989 0.427
C -0.0159 0.4450 0.5131 0.360 2.149 -0.207
C -0.9618 1.2236 -0.3245 -0.370 -1.247 0.948
N -1.1097 -2.9833 -0.3948 2.538 -0.028 1.050
N -1.3487 -1.8398 -0.0511 -0.754 0.561 -0.887
S 0.0279 -1.1436 0.7852 1.208 -1.713 0.981
I 3.7530 0.1621 0.0084 -0.271 0.131 -0.123
H 2.7734 2.0964 1.3691 -0.797 -0.213 -0.496
H -1.8698 0.5498 -0.4595 0.632 1.022 0.536
H -0.5287 1.1632 -1.3392 -0.165 1.410 0.248
H -1.1931 2.1621 0.2769 0.190 -0.760 -1.797
H -1.8567 -3.4325 -0.8489 -1.979 -0.324 -0.680
```
Positions in Å, forces in eV/Å.

Its spin multiplicity is 3. The LUMO energy (alpha / beta) comes out at -0.0422 / -0.0588 hartree. The value obtained for the HOMO energy (alpha / beta) is -6.63 / -8.51 eV. The expectation value of S² is 2.090.

Computed natural (NBO) charges, given in elementary charges:
1 C -0.405
2 C -0.119
3 C -0.760
4 N -0.332
5 N -0.263
6 S 0.508
7 I 0.160
8 H 0.130
9 H 0.245
10 H 0.249
11 H 0.255
12 H 0.332

=====

[3]
ORCA calculation (ωB97M-V/def2-TZVPD) on a 2-piece molecular cluster, C3H5INO overall in a non-equilibrium geometry.

The geometry in XYZ format:
```
11
Properties=species:S:1:pos:R:3:forces:R:3
C 0.1474 0.3555 -0.8410 2.496 -0.150 -0.972
C 0.2219 -0.6009 0.3986 2.779 -0.848 0.532
C -1.1438 0.7618 -0.3130 0.347 -4.447 3.753
N -1.1794 -0.3516 0.5477 -0.602 4.463 -3.226
O -2.0722 -0.9459 1.1171 -1.136 -1.040 1.393
I 3.6084 0.4643 0.7139 0.188 0.048 0.019
H 1.0567 1.0563 -0.9174 -1.552 -1.027 -0.178
H -0.0855 -0.2740 -1.7592 1.041 0.750 0.704
H 0.6026 -1.6698 0.3030 -0.871 1.262 -0.069
H 0.8146 -0.1206 1.2473 -0.711 -0.630 -1.212
H -1.9708 1.3250 -0.4970 -1.978 1.618 -0.745
```
Positions in Å, forces in eV/Å.

Its net charge is -1. Its spin multiplicity is 1. The LUMO energy comes out at 0.1371 hartree. The value obtained for the HOMO energy is -3.71 eV.

Computed natural (NBO) charges, given in elementary charges:
1 C -0.442
2 C -0.265
3 C -0.128
4 N 0.175
5 O -0.494
6 I -0.972
7 H 0.258
8 H 0.195
9 H 0.213
10 H 0.271
11 H 0.187

=====

[4]
ORCA calculation (ωB97M-V/def2-TZVPD) on an isolated ion of composition C3H5INO2 and charge -1 in a non-equilibrium geometry.

The geometry in XYZ format:
```
12
Properties=species:S:1:pos:R:3:forces:R:3
C 0.2575 -1.5057 0.3593 -0.492 2.454 -0.504
C 0.8069 0.7763 -0.8586 -1.814 0.668 -1.604
C 0.1567 0.1143 0.3641 2.310 0.606 1.265
N -1.1319 0.4747 0.9413 -0.933 -0.164 0.191
O 1.2786 -2.0059 -0.0623 1.412 -0.763 -0.467
O -0.7804 -1.9941 0.8115 -1.163 -1.400 0.729
I -2.6781 1.4362 -0.1124 0.638 -0.534 -0.076
H 0.0253 0.9542 -1.6583 0.281 -0.155 0.837
H 1.2730 1.7882 -0.7892 -0.124 -0.877 0.590
H 1.4462 0.0753 -1.3870 0.517 -0.084 0.531
H 0.7691 0.4378 1.2838 -0.061 -0.672 -1.281
H -1.4230 -0.5514 1.1077 -0.570 0.921 -0.209
```
Positions in Å, forces in eV/Å.

Its net charge is -1. Its spin multiplicity is 1. The LUMO energy comes out at 0.1058 hartree. As for the SMILES: C[C@@H](NI)C(=O)[O-]. The value obtained for the HOMO energy is -4.22 eV.

Computed natural (NBO) charges, given in elementary charges:
1 C 0.771
2 C -0.635
3 C -0.210
4 N -0.769
5 O -0.738
6 O -0.764
7 I 0.088
8 H 0.198
9 H 0.193
10 H 0.243
11 H 0.199
12 H 0.423

=====

[5]
ORCA calculation (ωB97M-V/def2-TZVPD) on C3H5IO as an isolated structure in a non-equilibrium geometry.

The geometry in XYZ format:
```
10
Properties=species:S:1:pos:R:3:forces:R:3
C -0.3956 -1.2242 0.9426 0.049 1.846 -5.963
C -0.8755 -0.3840 -0.1730 1.185 -0.297 -2.367
C -0.1003 0.8126 -0.8130 2.122 -2.328 3.687
O -0.5286 -1.5467 -0.8739 -0.579 0.662 4.001
I -2.9596 0.0927 0.0111 -0.319 0.002 -0.046
H 0.5976 -1.2438 1.1437 2.848 0.082 0.808
H -1.0046 -1.9278 1.2884 -2.583 -2.503 1.804
H 0.8309 0.5099 -1.3451 -0.808 -0.195 0.528
H 0.1765 1.3724 0.0821 0.130 0.803 -0.407
H -0.7099 1.3185 -1.4303 -2.045 1.928 -2.045
```
Positions in Å, forces in eV/Å.

Its spin multiplicity is 1. The LUMO energy comes out at -0.0031 hartree. The value obtained for the HOMO energy is -9.56 eV.

Computed natural (NBO) charges, given in elementary charges:
1 C -0.077
2 C 0.125
3 C -0.630
4 O -0.520
5 I 0.033
6 H 0.198
7 H 0.206
8 H 0.231
9 H 0.212
10 H 0.221

=====

[6]
ORCA calculation (ωB97M-V/def2-TZVPD) on a 2-piece molecular cluster, C3H5IS overall in a non-equilibrium geometry.

The geometry in XYZ format:
```
10
Properties=species:S:1:pos:R:3:forces:R:3
C -1.2405 0.4094 0.2996 1.896 -0.806 -0.158
C -2.0845 -0.5490 -0.0582 -0.225 3.634 1.094
C 0.8800 0.3068 0.3064 -4.618 -0.101 -1.564
S 1.2955 -1.2250 -0.4735 0.360 0.286 -1.002
I -4.2143 -0.1218 -0.0942 1.119 -0.425 0.034
H -1.6969 1.3065 0.6487 0.397 1.034 0.206
H -1.7768 -1.4677 -0.3270 0.565 -3.232 -1.148
H 1.0896 1.2341 -0.2459 0.099 -0.868 -0.224
H 0.9802 0.4881 1.3159 0.595 -0.197 2.120
H 1.5804 -2.1661 0.4415 -0.188 0.676 0.642
```
Positions in Å, forces in eV/Å.

Its spin multiplicity is 1. The LUMO energy comes out at 0.0040 hartree. The value obtained for the HOMO energy is -8.88 eV.

Computed natural (NBO) charges, given in elementary charges:
1 C -0.209
2 C -0.365
3 C -0.496
4 S 0.014
5 I 0.080
6 H 0.183
7 H 0.195
8 H 0.237
9 H 0.218
10 H 0.143

=====

It is found that the energy above the lowest of the compared OMol25 structures with the same formula, charge and spin values, taken in the order of the records, are 34.76, 138.97, 3.86, 0.00, 52.33, 60.30 kcal per mole.